{"formula": "C37H58BBrCsN10O3S5", "method": "ωB97M-V/def2-TZVPD", "species": ["Cs", "C", "C", "C", "C", "N", "C", "C", "N", "B", "N", "C", "C", "N", "C", "S", "C", "C", "C", "C", "N", "C", "C", "N", "C", "S", "C", "C", "C", "C", "C", "S", "H", "H", "H", "H", "H", "H", "H", "H", "H", "H", "H", "H", "H", "H", "H", "H", "H", "H", "H", "H", "H", "H", "H", "H", "H", "H", "H", "H", "H", "H", "H", "H", "H", "H", "C", "C", "C", "N", "N", "C", "N", "S", "H", "H", "H", "H", "H", "H", "H", "Br", "C", "C", "N", "C", "C", "C", "C", "O", "O", "H", "H", "H", "C", "C", "C", "S", "O", "C", "C", "C", "H", "H", "H", "H", "H", "H", "H", "H", "H", "H", "H", "H", "H", "H"], "xyz": [[-0.81, 0.70, -1.27], [4.37, 1.29, -3.89], [2.84, 1.28, -3.73], [2.33, -0.15, -3.55], [2.21, 1.84, -5.00], [2.48, 2.15, -2.57], [1.85, 3.38, -2.71], [1.93, 4.00, -1.52], [2.61, 3.18, -0.64], [3.10, 3.82, 0.69], [4.08, 2.92, 1.49], [5.41, 2.97, 1.17], [6.04, 1.99, 1.84], [5.08, 1.32, 2.58], [3.87, 1.93, 2.39], [2.40, 1.66, 3.21], [5.49, 0.10, 3.33], [4.33, -0.76, 3.82], [6.33, 0.54, 4.53], [6.32, -0.76, 2.37], [1.97, 4.35, 1.62], [2.41, 5.14, 2.67], [1.37, 5.37, 3.49], [0.27, 4.72, 2.95], [0.65, 4.12, 1.78], [-0.37, 3.28, 0.71], [-1.09, 4.77, 3.54], [-1.04, 5.53, 4.87], [-2.04, 5.52, 2.60], [-1.58, 3.35, 3.83], [2.94, 2.03, -1.28], [3.73, 0.66, -0.63], [4.64, 0.76, -4.80], [4.85, 0.82, -3.04], [4.72, 2.32, -3.98], [2.60, -0.74, -4.43], [1.24, -0.14, -3.48], [2.74, -0.61, -2.66], [2.45, 1.17, -5.82], [2.60, 2.83, -5.25], [1.12, 1.88, -4.91], [1.35, 3.69, -3.61], [1.54, 4.95, -1.21], [3.77, 4.79, 0.39], [5.79, 3.68, 0.46], [7.07, 1.70, 1.82], [3.72, -0.25, 4.55], [4.76, -1.66, 4.27], [3.69, -1.06, 2.99], [5.71, 1.12, 5.22], [7.17, 1.15, 4.22], [6.71, -0.34, 5.06], [5.83, -0.82, 1.39], [6.42, -1.77, 2.77], [7.33, -0.37, 2.23], [3.44, 5.42, 2.76], [1.35, 5.90, 4.42], [-0.71, 6.56, 4.74], [-0.38, 5.04, 5.59], [-2.05, 5.55, 5.28], [-1.70, 6.55, 2.47], [-3.04, 5.54, 3.04], [-2.09, 5.03, 1.63], [-0.83, 2.82, 4.42], [-1.75, 2.80, 2.92], [-2.51, 3.40, 4.41], [-2.34, -5.72, 3.31], [-3.20, -4.46, 3.33], [-2.45, -3.22, 2.96], [-2.89, -2.34, 2.12], [-2.03, -1.29, 1.93], [-0.96, -1.37, 2.66], [-0.01, -0.42, 2.70], [-0.89, -2.82, 3.63], [-2.94, -6.60, 3.55], [-1.53, -5.66, 4.03], [-1.90, -5.87, 2.32], [-3.64, -4.33, 4.33], [-4.03, -4.54, 2.63], [-0.06, 0.36, 2.06], [0.89, -0.57, 3.12], [-3.18, 1.29, -9.13], [-2.27, 0.49, -7.68], [-1.42, -0.59, -7.91], [-0.76, -1.18, -6.93], [-0.92, -0.72, -5.69], [-1.76, 0.34, -5.36], [-2.44, 0.97, -6.39], [-1.90, 0.82, -3.93], [-1.15, 1.75, -3.59], [-2.75, 0.24, -3.22], [-1.29, -0.97, -8.92], [-0.36, -1.22, -4.91], [-3.10, 1.80, -6.19], [-4.50, -2.91, -5.52], [-4.24, -2.46, -4.09], [-2.86, -2.91, -3.62], [-2.41, -2.17, -2.02], [-0.95, -1.82, -2.12], [-2.48, -3.66, -0.97], [-1.17, -4.42, -0.87], [-0.86, -5.33, -2.05], [-5.49, -2.60, -5.86], [-4.43, -4.00, -5.63], [-3.76, -2.47, -6.20], [-5.01, -2.87, -3.42], [-4.29, -1.38, -4.01], [-2.08, -2.56, -4.30], [-2.80, -4.00, -3.55], [-3.30, -4.27, -1.35], [-2.78, -3.28, 0.01], [-1.18, -5.00, 0.06], [-0.36, -3.68, -0.77], [-1.68, -6.02, -2.25], [0.04, -5.91, -1.87], [-0.69, -4.74, -2.96]], "e_above_lowest_ev": 1.182, "total_charge": -1, "multiplicity": 1}

{"formula": "C37H58BCl24IN2O7S", "method": "ωB97M-V/def2-TZVPD", "species": ["C", "C", "N", "C", "C", "C", "C", "C", "C", "C", "C", "O", "B", "O", "O", "N", "C", "C", "C", "C", "C", "I", "C", "C", "C", "O", "C", "O", "C", "C", "O", "C", "C", "S", "C", "C", "O", "H", "H", "H", "H", "H", "H", "H", "H", "H", "H", "H", "H", "H", "H", "H", "H", "H", "H", "H", "H", "H", "H", "H", "H", "H", "H", "H", "H", "H", "H", "H", "H", "H", "H", "C", "Cl", "Cl", "H", "H", "C", "Cl", "Cl", "H", "H", "C", "Cl", "Cl", "H", "H", "C", "Cl", "Cl", "H", "H", "C", "Cl", "Cl", "H", "H", "C", "Cl", "Cl", "H", "H", "C", "Cl", "Cl", "H", "H", "C", "Cl", "Cl", "H", "H", "C", "Cl", "Cl", "H", "H", "C", "Cl", "Cl", "H", "H", "C", "Cl", "Cl", "H", "H", "C", "Cl", "Cl", "H", "H"], "xyz": [[-3.79, -1.72, 11.64], [-3.30, -1.44, 10.16], [-4.02, -0.33, 9.48], [-3.46, -0.27, 8.11], [-4.14, 0.78, 7.18], [-3.34, 1.06, 5.86], [-3.87, 0.49, 4.63], [-3.15, 0.78, 3.39], [-1.94, 1.58, 3.27], [-1.40, 2.13, 4.54], [-2.10, 1.86, 5.82], [-1.67, 2.35, 7.06], [-0.33, 1.99, 7.38], [0.68, 2.97, 7.14], [0.06, 0.79, 7.97], [-1.24, 1.92, 2.05], [-1.33, 0.93, 1.00], [-0.21, 0.87, 0.03], [1.03, 1.80, 0.08], [1.83, 1.73, 1.43], [2.07, 0.26, 1.96], [3.83, 2.58, 1.03], [-0.26, -0.11, -1.07], [-1.35, -1.06, -1.27], [-1.36, -2.11, -2.42], [-1.46, -1.52, -3.73], [-0.61, -2.31, -4.58], [-1.00, -2.16, -5.95], [-0.03, -2.89, -6.72], [-0.38, -4.41, -6.93], [0.71, -4.98, -7.70], [-2.47, -0.98, -0.33], [-2.43, 0.01, 0.76], [-3.87, 0.06, 1.86], [-3.88, 0.93, 10.19], [-2.67, 1.33, 11.12], [-4.77, 1.76, 10.10], [-4.16, -2.78, 11.67], [-4.57, -0.99, 11.97], [-2.88, -1.63, 12.31], [-2.20, -1.21, 10.08], [-3.47, -2.36, 9.53], [-2.37, 0.01, 8.18], [-3.58, -1.28, 7.65], [-5.18, 0.46, 6.87], [-4.29, 1.79, 7.66], [-4.78, -0.15, 4.60], [-0.49, 2.76, 4.61], [1.05, 2.76, 6.26], [-0.53, 0.04, 7.73], [-1.45, 2.87, 1.73], [1.71, 1.52, -0.78], [0.77, 2.88, -0.11], [1.33, 2.40, 2.16], [1.61, -0.53, 1.30], [1.65, 0.22, 3.00], [3.17, 0.07, 2.03], [0.59, -0.13, -1.80], [-2.25, -2.80, -2.30], [-0.44, -2.76, -2.29], [-0.70, -3.41, -4.34], [0.44, -1.93, -4.39], [0.11, -2.46, -7.75], [1.00, -2.86, -6.25], [-0.40, -4.99, -5.96], [-1.32, -4.58, -7.51], [1.26, -5.53, -7.12], [-3.34, -1.67, -0.45], [-3.09, 1.42, 12.16], [-1.85, 0.57, 11.14], [-2.22, 2.31, 10.84], [1.29, 0.28, 10.87], [0.37, -1.24, 10.91], [0.41, 1.59, 11.65], [2.23, 0.13, 11.38], [1.47, 0.55, 9.83], [-0.77, -7.47, -9.84], [-1.01, -8.07, -8.19], [-2.14, -7.88, -10.88], [-0.66, -6.39, -9.81], [0.13, -7.92, -10.25], [1.97, -0.68, -10.01], [3.48, -0.49, -10.91], [1.57, -2.39, -9.79], [2.08, -0.22, -9.03], [1.17, -0.20, -10.56], [1.91, -1.97, 7.96], [0.28, -2.23, 7.33], [3.13, -2.64, 6.87], [2.08, -0.90, 8.07], [2.00, -2.45, 8.93], [3.04, 5.55, -2.12], [2.08, 4.07, -2.22], [2.16, 6.83, -1.27], [3.96, 5.33, -1.59], [3.27, 5.89, -3.13], [3.52, -4.56, -12.15], [2.86, -4.45, -13.78], [3.60, -6.24, -11.60], [4.53, -4.14, -12.15], [2.89, -3.99, -11.47], [3.94, 1.61, 6.34], [3.56, 1.17, 8.00], [2.66, 1.09, 5.24], [4.04, 2.69, 6.28], [4.87, 1.13, 6.05], [0.78, 8.76, -4.39], [-0.85, 8.52, -5.03], [2.00, 8.13, -5.50], [0.94, 9.83, -4.25], [0.86, 8.24, -3.44], [7.04, -5.76, -13.72], [6.47, -4.86, -15.13], [7.01, -4.75, -12.27], [6.39, -6.62, -13.56], [8.06, -6.09, -13.89], [1.29, 3.14, -9.03], [2.45, 1.99, -8.35], [2.01, 4.10, -10.33], [0.44, 2.59, -9.43], [0.96, 3.81, -8.24], [-6.82, 4.74, 9.62], [-8.01, 4.54, 8.32], [-7.45, 5.78, 10.91], [-6.58, 3.77, 10.03], [-5.93, 5.20, 9.20], [2.75, 0.29, -14.61], [2.08, 0.43, -16.25], [2.81, -1.39, -14.08], [3.75, 0.70, -14.61], [2.12, 0.86, -13.93]], "multiplicity": 1}

For reference, LUMO by record: 0.0742; 0.0016 hartree.
For reference, max |F| by record: 2.5; 3.5 eV/A.